Here is a molecular structure, C11H16La in a non-equilibrium geometry from OMol25. Energies are from wB97M-V/def2-TZVPD.

Cartesian coordinates (Å):
La1 -8.82111 -0.64655 9.94395
C1 -9.70369 -1.83376 12.56770
C2 -10.52443 -2.59270 11.68469
C3 -11.59993 -1.95513 11.01720
C4 -11.90446 -0.60233 11.27375
C5 -11.06445 0.14569 12.12847
C6 -9.97173 -0.46759 12.78130
H1 -8.91298 -2.32459 13.12715
H2 -10.34623 -3.64702 11.52591
H3 -12.26037 -2.52845 10.37261
H4 -12.81966 -0.18063 10.86582
H5 -11.27105 1.20755 12.31062
H6 -9.42886 0.10631 13.54966
C7 -5.99312 -1.39004 6.88632
C8 -5.83504 -0.61411 8.18631
C9 -5.46519 -1.59690 9.30853
C10 -4.83012 0.52870 8.05297
C11 -7.15397 -0.24824 8.71010
H7 -5.03228 -1.91157 6.64348
H8 -6.27109 -0.71544 6.04832
H9 -6.78611 -2.14893 7.02001
H10 -4.49604 -2.06800 9.07135
H11 -6.22462 -2.40811 9.36520
H12 -5.38561 -1.11649 10.32103
H13 -3.83180 0.14357 7.71117
H14 -4.69593 1.04806 9.04293
H15 -5.19383 1.26726 7.31774
H16 -7.52300 0.81382 8.53310

The frontier orbital gap (spin up / spin down) is 5.77 / 5.77 eV. Its LUMO energy (spin up / spin down) is -4.20 / -4.20 eV. Its charge is +1. The maximum force is 0.0380 hartree/bohr. For the molar mass, the calculation gives 287.2 g mol⁻¹.

---

Here is C11H16N4O3 in the gas phase in a non-equilibrium geometry from OMol25. Energies are from wB97M-V/def2-TZVPD.

Cartesian coordinates (Å):
N1 1.25414 1.06636 1.33781
C1 1.05164 0.52764 0.00301
C2 1.54654 -0.93461 -0.04629
C3 3.01468 -1.04244 0.22731
C4 3.81955 -0.31986 1.02748
N2 5.02838 -0.92973 0.92853
C5 4.89050 -2.03346 0.11874
N3 3.61888 -2.20482 -0.25373
C6 -0.35690 0.74809 -0.69386
O1 -0.47243 1.61127 -1.53829
N4 -1.38262 -0.05939 -0.43454
C7 -1.54519 -1.03569 0.62284
C8 -3.04347 -1.15777 0.78457
C9 -3.60057 -0.83405 -0.61002
C10 -2.65752 0.27051 -1.06870
C11 -3.20739 1.59054 -0.55328
O2 -3.96628 2.26870 -1.17825
O3 -2.75079 1.94250 0.66279
H1 0.59653 0.57716 1.99604
H2 1.02849 2.08160 1.35208
H3 1.68976 1.10009 -0.69427
H4 1.01138 -1.59144 0.66967
H5 1.29959 -1.43614 -0.97688
H6 3.72741 0.61781 1.59027
H7 5.86115 -0.67078 1.40577
H8 5.71611 -2.67100 -0.18107
H9 -1.09575 -1.99411 0.29316
H10 -0.96591 -0.77188 1.52544
H11 -3.33356 -2.16155 1.19841
H12 -3.36038 -0.44414 1.53968
H13 -3.51907 -1.70181 -1.28984
H14 -4.63987 -0.46329 -0.58061
H15 -2.45039 0.33859 -2.16296
H16 -3.15211 2.83085 0.82768

The frontier orbital gap is 9.07 eV. Its LUMO energy is 0.55 eV. The energy above the lowest of the compared OMol25 structures with the same formula, charge and spin is 21.5 kcal per mole. The maximum force is 0.0541 hartree/bohr. Its SMILES is N[C@@H](Cc1c[nH]cn1)C(=O)N1CCC[C@H]1C(=O)O. For the molar mass, the calculation gives 252.3 g mol⁻¹.

---

Here is C11H16N4O5 in the gas phase in a non-equilibrium geometry from OMol25. Energies are from wB97M-V/def2-TZVPD.

Cartesian coordinates (Å):
N1 -0.60523 2.46884 -0.23236
C1 -1.28774 1.42452 0.43434
C2 -2.37202 1.90231 1.41922
C3 -1.71636 2.68055 2.56548
C4 -0.85457 1.76089 3.45725
O1 0.32143 1.46657 3.36284
O2 -1.73977 1.11931 4.30740
C5 -2.07822 0.57356 -0.68791
O3 -3.02353 0.96621 -1.29560
N2 -1.52292 -0.64705 -1.10213
C6 -0.19397 -1.12429 -1.10311
C7 0.89924 -0.05902 -1.44561
C8 2.10698 -0.81584 -1.98659
C9 3.43628 -0.65750 -1.74959
N3 4.07816 -1.68148 -2.50349
C10 3.08174 -2.18450 -3.34910
N4 1.92538 -1.67576 -3.13127
C11 0.19933 -1.87769 0.23071
O4 1.27222 -1.85962 0.75008
O5 -0.77667 -2.62228 0.70116
H1 -1.35684 3.07923 -0.68474
H2 -0.05843 3.00657 0.43191
H3 -0.70399 0.59430 0.90817
H4 -3.16742 2.39105 0.75646
H5 -2.80450 0.99139 1.95047
H6 -2.46629 3.12849 3.17898
H7 -1.01535 3.52296 2.25650
H8 -1.30138 0.37017 4.69446
H9 -2.12923 -0.75127 -1.91750
H10 -0.17996 -1.93265 -1.71711
H11 0.43832 0.81431 -2.08486
H12 1.17778 0.48459 -0.49639
H13 3.91472 0.16032 -1.23876
H14 5.08843 -1.60120 -2.79080
H15 3.21889 -3.07004 -3.89221
H16 -1.53598 -2.73945 0.11265

The frontier orbital gap is 9.28 eV. Its LUMO energy is 0.60 eV. The energy above the lowest of the compared OMol25 structures with the same formula, charge and spin is 59.7 kcal per mole. The maximum force is 0.0805 hartree/bohr. Its SMILES is N[C@@H](CCC(=O)O)C(=O)N[C@@H](Cc1c[nH]cn1)C(=O)O. For the molar mass, the calculation gives 284.3 g mol⁻¹.

---

Here is a gas-phase ion, C11H16NOS (charge +1) in a non-equilibrium geometry from OMol25. Energies are from wB97M-V/def2-TZVPD.

Cartesian coordinates (Å):
C1 -2.94668 1.04311 -4.49650
S1 -1.97300 -0.20391 -3.61620
C2 -1.45774 0.72615 -2.17445
O1 -0.68389 1.79959 -2.48769
C3 -2.43120 0.73050 -0.99144
C4 -2.33468 1.87215 -0.13049
C5 -1.16845 2.17070 0.51517
C6 -0.15778 1.20382 0.71137
C7 -0.22247 -0.06605 0.15433
C8 0.39106 -1.22612 0.76255
N1 1.39193 -1.33241 1.59310
C9 2.25892 -0.25390 1.99720
C10 1.70775 -2.60686 2.19216
C11 -1.19524 -0.22107 -0.97296
H1 -3.79357 1.33759 -3.88363
H2 -3.29526 0.56469 -5.40638
H3 -2.31236 1.89000 -4.73142
H4 -0.61994 2.42566 -1.75173
H5 -3.41356 0.31141 -1.16567
H6 -3.20097 2.50438 -0.01231
H7 -1.08767 3.09609 1.06571
H8 0.56464 1.44811 1.47074
H9 -0.07065 -2.16304 0.46929
H10 1.83715 0.28884 2.84616
H11 3.21665 -0.66570 2.31045
H12 2.43054 0.43296 1.17025
H13 1.68223 -2.51440 3.27996
H14 0.99747 -3.37288 1.89069
H15 2.71093 -2.92196 1.90023
H16 -1.42775 -1.25197 -1.21584

The frontier orbital gap is 6.67 eV. Its LUMO energy is -4.80 eV. The energy above the lowest of the compared OMol25 structures with the same formula, charge and spin is 24.1 kcal per mole. Its charge is +1. The maximum force is 0.0334 hartree/bohr. Its SMILES is CS[C@@]1(O)[C@@H]2C=CC=C(C=[N+](C)C)[C@@H]21. For the molar mass, the calculation gives 210.3 g mol⁻¹.

---

Here is 2 unconnected molecules or ions with the total composition C11H16NOS in a non-equilibrium geometry from OMol25. Energies are from wB97M-V/def2-TZVPD.

Cartesian coordinates (Å):
C1 3.43019 -1.50860 0.30268
C2 2.53214 -1.48945 1.38065
C3 3.07047 -0.93301 -0.90180
C4 1.37875 -0.85466 1.28343
C5 1.87676 -0.37079 -1.10080
C6 1.06001 -0.27885 0.03726
C7 0.08470 3.04137 0.69670
C8 -0.00751 2.10076 -0.25530
C9 0.77215 4.40803 0.60904
C10 -2.10182 -2.34334 0.81034
C11 -1.69189 -3.05651 -1.47020
N1 -1.87055 -2.16119 -0.41442
O1 -1.46998 0.15459 -1.05594
S1 -0.62787 0.49370 0.12570
H1 4.27884 -2.24321 0.34423
H2 2.89097 -1.76636 2.40209
H3 3.82326 -0.84526 -1.65235
H4 0.72439 -0.77788 2.09297
H5 1.62810 0.13082 -2.00668
H6 -0.32104 2.79464 1.71166
H7 0.43174 2.15335 -1.16465
H8 1.57960 4.19602 1.22553
H9 0.21626 5.21043 1.20933
H10 1.09427 4.75109 -0.32906
H11 -2.29935 -1.47540 1.37539
H12 -1.99036 -1.10916 -0.68004
H13 -2.10560 -3.32149 1.09558
H14 -0.78088 -2.79534 -1.85277
H15 -2.02838 -4.04631 -1.12184
H16 -2.34747 -2.84627 -2.38900

The frontier orbital gap is 8.71 eV. Its LUMO energy is -3.77 eV. The energy above the lowest of the compared OMol25 structures with the same formula, charge and spin is 66.0 kcal per mole. Its charge is +1. The maximum force is 0.0870 hartree/bohr. For the molar mass, the calculation gives 210.3 g mol⁻¹.

---

Here is 2 unconnected molecules or ions with the total composition C11H16NS in a non-equilibrium geometry from OMol25. Energies are from wB97M-V/def2-TZVPD.

Cartesian coordinates (Å):
C1 4.19754 0.10196 -0.16712
C2 3.54622 -1.08896 -0.53429
C3 3.50778 1.11290 0.43010
C4 2.20120 -1.25106 -0.27179
C5 2.10480 1.03973 0.67928
C6 1.58297 -0.17816 0.29056
C7 -1.47176 -0.04613 -1.65887
C8 -2.23337 -1.37093 -1.38542
C9 -1.07351 -0.49005 0.68896
C10 -1.17374 -0.01253 2.12024
C11 -2.83635 1.25016 0.00013
N1 -1.54096 0.53834 -0.29337
S1 -1.71375 -2.08324 0.18548
H1 5.19907 -0.01969 -0.21036
H2 4.09082 -1.87294 -0.89584
H3 4.02058 2.05452 0.82038
H4 1.63334 -2.19032 -0.27350
H5 1.44044 1.81166 1.26753
H6 -0.40437 -0.31259 -1.95844
H7 -1.90524 0.48094 -2.43056
H8 -3.33047 -1.25667 -1.46535
H9 -2.15863 -2.00134 -2.23981
H10 -0.24686 -0.19607 2.71158
H11 -2.01145 -0.40855 2.55755
H12 -1.25823 1.01640 2.04487
H13 -2.58013 1.73593 1.00609
H14 -3.06906 1.91159 -0.78496
H15 -3.67622 0.51643 -0.09205
H16 -0.84067 1.20864 -0.14101

The frontier orbital gap (spin up / spin down) is 8.41 / 7.91 eV. Its LUMO energy (spin up / spin down) is -3.34 / -3.91 eV. The energy above the lowest of the compared OMol25 structures with the same formula, charge and spin is 99.3 kcal per mole. Its charge is +1. The maximum force is 0.0865 hartree/bohr. For the molar mass, the calculation gives 194.3 g mol⁻¹.

---

Q: The highest maximum force belongs to which entry?
A: number 5

---

Q: Which value of molar mass does entry 3 give?
A: 284.3 g mol⁻¹